No. 1
78
Properties=species:S:1:pos:R:3:mulliken_charge:R:1 method="wB97M-V/def2-TZVPD" lumo_ev=-2.572 homo_ev=-6.53 energy_ha=-1837.87433 total_charge=0
C 1.2120 4.5994 1.1717 -0.535
C 1.4751 3.4075 0.4856 -1.027
C 1.0904 2.1843 1.0286 0.489
C 0.4257 2.1372 2.2817 0.461
C 0.1659 0.8902 2.9734 -0.409
C 1.1369 -0.1951 3.0559 0.950
O 0.8503 -1.2874 3.5625 -0.720
C 2.5596 0.0073 2.6098 0.206
C 3.2864 1.1366 3.0089 -0.124
C 4.6336 1.2583 2.6556 -0.731
C 5.2461 0.2503 1.9017 -0.413
C 4.5352 -0.9115 1.5688 -0.547
C 3.2046 -1.0520 1.9609 -0.409
C -0.8608 0.8229 3.9303 0.241
N -1.7504 0.7728 4.6992 -0.806
C 0.0113 3.3603 2.8703 -0.801
C 0.4899 4.5704 2.3674 -0.709
H 1.5626 5.5505 0.7660 0.395
H 2.0011 3.4262 -0.4731 0.432
H 1.2947 1.2505 0.4993 0.523
H 2.7851 1.9343 3.5587 0.465
H 5.1950 2.1429 2.9598 0.391
H 6.2890 0.3518 1.6029 0.375
H 5.0098 -1.7185 1.0082 0.363
H 2.6419 -1.9591 1.7345 0.376
H -0.6244 3.3425 3.7533 0.416
H 0.2869 5.4964 2.9062 0.411
C -5.7622 0.1957 -4.2302 -0.956
N -4.7371 0.6105 -3.2990 0.280
C -4.0362 1.7697 -3.4711 0.224
O -4.1563 2.5397 -4.4207 -0.700
C -3.0850 1.9055 -2.2803 -0.070
C -3.3672 3.1408 -1.4262 -0.505
C -3.1476 4.4346 -2.1767 0.401
C -4.2088 5.3299 -2.3417 -0.360
C -4.0540 6.4471 -3.1634 -0.585
C -2.8220 6.6921 -3.7822 -0.438
C -1.7334 5.8458 -3.5391 -0.712
C -1.8934 4.7171 -2.7285 -0.194
N -3.2972 0.6477 -1.5615 0.583
C -2.6054 0.3765 -0.4353 0.268
C -2.8041 -0.7646 0.3278 0.028
C -2.1484 -1.0960 1.5077 0.093
C -2.4117 -2.3212 2.2123 0.792
C -1.7809 -2.6227 3.4503 0.163
C -1.9458 -3.8394 4.0852 -1.085
C -2.8211 -4.7954 3.5451 0.753
C -3.0337 -6.0494 4.1967 -0.070
N -3.2326 -7.0802 4.7169 -0.503
C -3.5072 -4.5069 2.3584 -1.006
C -3.3074 -3.3029 1.7019 -0.597
C -4.3621 -0.1877 -2.1411 0.145
C -5.5731 -0.3418 -1.2113 -1.556
C -3.8637 -1.5661 -2.5948 -1.559
H -5.8795 0.9712 -4.9919 0.391
H -5.4821 -0.7509 -4.7115 0.294
H -6.7161 0.0520 -3.7056 0.305
H -2.0537 1.9483 -2.6750 0.332
H -4.4087 3.0821 -1.0747 0.351
H -2.7148 3.1024 -0.5424 0.393
H -5.1623 5.1158 -1.8506 0.325
H -4.9029 7.1104 -3.3347 0.371
H -2.7103 7.5493 -4.4477 0.363
H -0.7648 6.0487 -3.9976 0.382
H -1.0540 4.0398 -2.5419 0.381
H -1.8549 1.1147 -0.1309 0.734
H -3.5635 -1.4506 -0.0345 -0.872
H -1.4112 -0.4191 1.9278 0.292
H -1.1158 -1.8778 3.8872 0.232
H -1.3980 -4.0588 5.0042 0.474
H -4.1989 -5.2421 1.9472 0.455
H -3.8491 -3.1392 0.7681 0.229
H -5.9992 0.6453 -0.9870 0.325
H -6.3245 -0.9639 -1.7134 0.498
H -5.2991 -0.8198 -0.2689 0.433
H -3.1096 -1.4444 -3.3824 0.380
H -3.4165 -2.1268 -1.7724 0.359
H -4.7116 -2.1405 -2.9867 0.477


No. 2
20
Properties=species:S:1:pos:R:3:mulliken_charge:R:1 method="wB97M-V/def2-TZVPD" e_above_lowest_ev=1.139 smiles=CNCCCCS lumo_ev=0.824 homo_ev=-8.78 energy_ha=-651.20209 total_charge=0
C 2.8739 -0.0251 -0.8664 -0.952
N 1.4661 0.3216 -0.7372 -0.345
C 0.8932 -0.0399 0.5707 -0.703
C -0.3636 0.8250 0.8177 -0.564
C -1.3667 0.7530 -0.2867 -0.691
C -2.2930 -0.5239 -0.2390 -0.587
S -3.1455 -0.6453 1.3407 -0.264
H 3.2010 -0.1074 -1.9128 0.321
H 3.5914 0.6612 -0.3923 0.302
H 3.1282 -1.0350 -0.4678 0.337
H 0.8902 -0.2315 -1.3630 0.241
H 0.5176 -1.0877 0.5454 0.256
H 1.7027 0.0110 1.3097 0.510
H -0.0096 1.8684 0.9072 0.324
H -0.6258 0.6415 1.8702 0.376
H -2.0839 1.6032 -0.2881 0.356
H -0.9634 0.6844 -1.2886 0.302
H -1.7728 -1.4728 -0.3073 0.326
H -2.9998 -0.3522 -1.1039 0.323
H -2.6404 -1.8485 1.8916 0.130


No. 3
35
Properties=species:S:1:pos:R:3:mulliken_charge:R:1 method="wB97M-V/def2-TZVPD" lumo_ev=-0.245 homo_ev=-9.29 energy_ha=-2109.30913 total_charge=0
O -2.1110 -1.8158 -0.1123 -0.539
P -0.8512 -0.8221 -0.8730 0.699
O -0.1943 0.2069 0.4168 -0.492
S 0.5599 -1.9298 -1.6842 -0.363
Si -1.7154 0.5603 -2.3953 0.344
O -3.4235 0.2387 -2.6529 -0.304
Si -4.4571 1.2771 -1.6845 0.510
C -5.6457 0.3617 -0.4792 -0.546
C -5.8155 -1.2456 -0.7478 -0.224
F -5.6833 -1.6570 -2.1734 -0.300
H -2.7952 -2.0812 -0.8163 0.331
H -0.9595 0.8481 0.6191 0.292
H -1.3834 1.9478 -2.1040 -0.053
H -1.0269 0.2166 -3.6625 -0.117
H -3.6415 2.1892 -0.8441 -0.135
H -5.2523 2.1538 -2.5713 -0.173
H -5.2363 0.4829 0.6234 0.316
H -6.7213 0.8566 -0.5508 0.303
H -5.1344 -1.8423 -0.0055 0.200
H -6.9383 -1.5148 -0.4427 0.259
C 2.2866 -0.3240 1.8342 -1.015
C 3.2895 -1.1851 1.0841 -0.060
O 4.3119 -0.3803 0.4833 -0.333
C 5.2591 0.0943 1.3309 0.754
O 5.3172 -0.1090 2.5311 -0.555
O 6.1196 0.8592 0.6123 -0.331
C 7.1107 1.5076 1.4054 -0.623
H 1.8792 0.4514 1.1787 0.218
H 1.4645 -0.9343 2.2186 0.314
H 2.7557 0.1891 2.6794 0.396
H 2.7759 -1.7060 0.2682 0.123
H 3.7302 -1.9528 1.7306 0.307
H 7.6563 0.7898 2.0276 0.287
H 6.6450 2.2800 2.0249 0.285
H 7.8246 1.9890 0.7311 0.225


No. 4
10
Properties=species:S:1:pos:R:3:mulliken_charge:R:1 method="wB97M-V/def2-TZVPD" e_above_lowest_ev=3.428 lumo_ev="-0.912 / -1.783" homo_ev="-9.89 / -8.79" energy_ha=-702.36756 total_charge=0
C -1.5421 -0.4641 0.2922 -0.746
C 0.8991 0.4179 -0.8713 -0.179
O 0.6992 -0.0069 1.5778 -0.742
O 0.5203 -2.0439 0.1499 -0.622
O 1.2558 1.5341 -0.3321 -0.357
S 0.1517 -0.6883 0.4117 1.125
H -1.8951 0.5261 0.4979 0.330
H -2.0183 -1.0482 -0.4706 0.358
H 0.5991 0.4536 -1.9091 0.367
H 1.3302 1.3198 0.6535 0.466


No. 5
10
Properties=species:S:1:pos:R:3:mulliken_charge:R:1 method="wB97M-V/def2-TZVPD" e_above_lowest_ev=6.175 lumo_ev=0.654 homo_ev=-8.54 energy_ha=-338.42626 total_charge=0
C 0.7736 -0.2096 -0.4724 0.043
C 0.7420 1.1083 0.1041 -0.227
O -2.0653 -0.3368 0.1999 -0.367
O 0.6508 -1.2811 0.3833 -0.434
N -1.0781 0.4056 -0.4075 0.137
N -0.5223 1.3140 0.4233 -0.547
H -1.8804 -0.3396 1.1558 0.353
H 0.5420 -2.0902 -0.1341 0.331
H 1.3205 -0.4318 -1.3923 0.334
H 1.5172 1.8612 0.1398 0.378


No. 6
57
Properties=species:S:1:pos:R:3:mulliken_spin:R:1 method="wB97M-V/def2-TZVPD" spin_multiplicity=7 e_above_lowest_ev=0.000 lumo_ev="-9.661 / -8.973" s2=12.009 homo_ev="-16.77 / -16.77" energy_ha=-2681.16497 total_charge=+3
Eu -0.5589 -0.1372 -0.6847 6.062
O -2.2884 3.6269 1.2299 0.000
C -1.6786 2.7612 0.4793 -0.001
O -1.4340 1.6012 0.8006 -0.006
C -1.2740 3.2766 -0.8650 0.001
C -1.5428 4.5522 -1.3333 -0.001
C -1.1343 4.8621 -2.6220 0.001
C -0.4932 3.8930 -3.3837 -0.001
C -0.2721 2.6478 -2.8186 0.000
N -0.6499 2.3558 -1.5834 -0.014
C 0.3468 1.4571 -3.4974 0.000
O 0.8198 1.5261 -4.7102 0.000
O 0.3832 0.3882 -2.9043 -0.003
H -2.5430 3.2528 2.0932 0.000
H -2.0569 5.2731 -0.7128 0.000
H -1.3215 5.8440 -3.0357 0.000
H -0.1905 4.1293 -4.3964 0.000
H 0.7930 2.4083 -5.1099 0.000
C 3.4117 2.2326 0.3804 0.000
C 4.3892 1.2581 0.4668 0.000
C 4.0270 -0.0706 0.3039 -0.001
C 2.7045 -0.3920 0.0480 -0.001
N 1.7523 0.5607 -0.0642 -0.007
C 2.1156 1.8371 0.1083 -0.002
C 2.2389 -1.7985 0.0096 -0.001
C 3.1189 -2.8826 -0.0378 0.000
C 2.6082 -4.1835 0.0894 -0.001
C 1.2620 -4.3576 0.3034 0.000
C 0.4142 -3.2264 0.3181 -0.003
N 0.9107 -1.9697 0.1120 0.000
C -1.0054 -3.2872 0.6063 0.000
C -1.6018 -4.4137 1.1776 -0.002
C -2.9419 -4.3769 1.5125 0.001
C -3.6646 -3.2186 1.2669 -0.002
C -3.0150 -2.1414 0.6822 -0.001
N -1.7195 -2.1547 0.3505 -0.007
H 3.6413 3.2787 0.5279 0.000
H 5.4176 1.5205 0.6781 0.000
H 4.7732 -0.8435 0.4108 0.000
H 1.3287 2.5744 0.0370 0.000
H 4.1801 -2.7332 -0.1717 0.000
H 3.2722 -5.0364 0.0479 0.000
H 0.8618 -5.3516 0.4449 0.000
H -1.0175 -5.2965 1.3915 0.000
H -3.4147 -5.2352 1.9711 0.000
H -4.7125 -3.1416 1.5236 0.000
H -3.5576 -1.2311 0.4630 -0.001
N -1.3966 -1.8531 -2.7793 -0.001
N -2.6478 -1.6634 -3.3806 -0.001
C -3.4958 -0.7008 -2.9893 0.002
N -4.6706 -0.6573 -3.5994 -0.001
S -3.1147 0.4559 -1.7955 -0.012
H -0.6776 -1.7393 -3.4906 0.001
H -1.3563 -2.8133 -2.4465 0.001
H -2.9263 -2.3208 -4.0966 0.000
H -4.9426 -1.3042 -4.3246 0.000
H -5.3343 0.0524 -3.3335 0.000